(1)
C27H31NO4P2SSn as an isolated structure in a non-equilibrium geometry. Source: OMol25; level of theory: wB97M-V/def2-TZVPD.

Cartesian coordinates (Å):
1 Sn 0.499155 -0.231452 -0.026124
2 S -1.986521 0.374822 1.709645
3 P 2.157147 1.666484 -0.543356
4 P 1.377110 -2.298907 -1.169355
5 O -3.412440 0.226093 1.765128
6 O 2.141740 -0.834644 3.050067
7 O -1.355990 -0.787866 0.863983
8 O -1.391454 1.612144 1.191386
9 N -0.515591 0.325972 -1.995413
10 C 0.633710 -0.782588 7.026518
11 C 1.914375 -0.615528 1.945986
12 C -0.912745 1.651131 -2.142948
13 C 0.036049 2.717472 -2.156496
14 C -1.247582 0.054878 3.299713
15 C -0.631058 -1.857482 -3.115934
16 C 1.531065 2.415060 -2.092213
17 C 3.842213 1.092670 -0.869988
18 C -0.475064 1.039051 3.909973
19 C -0.745277 -1.498346 5.051829
20 C 2.198580 2.916750 0.743374
21 C -1.815759 4.277591 -2.394821
22 C -2.638437 -0.486126 -2.752050
23 C -2.808370 -2.626452 -3.867446
24 C -2.733864 3.227669 -2.351546
25 C -3.214113 0.735824 -2.098716
26 C -0.008378 -0.505087 5.708121
27 C -2.290754 1.911792 -2.226760
28 C -1.355189 -1.227406 3.832266
29 C 0.129515 0.755981 5.127244
30 C -1.249303 -0.660789 -2.648439
31 C -1.428748 -2.815182 -3.728670
32 C 0.474279 -3.736224 -0.554730
33 C -0.445229 4.014650 -2.274141
34 C 0.866057 -2.067031 -2.921056
35 C 3.151206 -2.650674 -1.108046
36 C -3.411833 -1.475065 -3.359915
37 H -0.964804 -3.736356 -4.085788
38 H 1.720254 -0.641671 6.968211
39 H 0.863121 -4.020475 0.434879
40 H -0.595044 -3.501323 -0.460150
41 H 3.730485 -1.904862 -1.672294
42 H 0.717855 1.531989 5.631736
43 H 4.504638 1.962795 -1.000296
44 H 1.191716 -2.977814 -3.448200
45 H -3.804826 3.416664 -2.416793
46 H 0.268297 4.842656 -2.267896
47 H 1.430319 -1.208105 -3.321633
48 H 2.611620 2.485569 1.668359
49 H 0.247671 -0.091992 7.786815
50 H -4.204591 0.971009 -2.494520
51 H 1.183944 3.288327 0.948701
52 H -4.488051 -1.334346 -3.428235
53 H -2.165073 5.302185 -2.507757
54 H -3.339708 0.521099 -1.012054
55 H -0.840944 -2.492508 5.495402
56 H -1.894482 -1.999137 3.295920
57 H 2.097825 3.351911 -2.209395
58 H -0.349230 1.999752 3.422252
59 H 0.425535 -1.808648 7.342006
60 H 0.597499 -4.582273 -1.248700
61 H 3.494567 -2.642427 -0.063471
62 H 1.806016 1.724321 -2.910019
63 H -3.410987 -3.387334 -4.357073
64 H 3.348661 -3.648731 -1.531417
65 H 2.840942 3.750906 0.419292
66 H 4.212469 0.494944 -0.025226
67 H 3.885809 0.474689 -1.779732

Forces on the atoms, in the same order (eV/Å):
Sn -1.87 1.06 -1.02
S 0.27 0.02 0.39
P -0.24 0.02 -0.53
P -0.28 -0.49 -0.68
O 0.90 0.13 -0.30
O -0.66 0.68 -3.36
O -0.07 -0.11 -0.07
O -0.18 -0.56 0.05
N 1.73 -0.15 -0.02
C 0.11 -0.12 0.31
C 1.07 -0.97 4.09
C -0.19 0.30 0.33
C -0.27 -0.54 0.41
C 0.17 0.00 -0.50
C -0.07 0.40 0.59
C -0.13 0.28 -0.21
C 0.41 0.04 -0.02
C -0.13 -0.05 0.01
C -0.01 0.08 -0.22
C 0.06 0.22 0.34
C -0.18 -0.35 0.14
C -0.08 -0.33 -0.13
C -0.06 0.30 0.18
C 0.15 -0.01 -0.09
C -0.14 0.07 0.10
C -0.08 -0.02 -0.02
C 0.07 0.39 -0.04
C 0.02 0.11 0.26
C 0.05 0.19 -0.13
C -0.40 -0.50 0.37
C 0.28 -0.07 0.13
C -0.05 -0.23 0.24
C 0.38 -0.03 0.07
C -0.02 -0.02 -0.25
C 0.33 -0.04 0.05
C 0.22 0.00 -0.08
H -0.17 0.25 -0.01
H -0.21 -0.04 0.07
H -0.14 0.05 -0.29
H 0.27 -0.01 -0.05
H -0.26 -0.24 0.15
H -0.24 -0.36 -0.17
H -0.13 -0.26 0.00
H -0.05 0.28 0.05
H 0.26 0.05 0.01
H -0.26 -0.21 -0.12
H -0.09 -0.30 0.11
H -0.11 0.17 -0.26
H 0.11 -0.19 -0.10
H 0.08 -0.05 0.08
H 0.24 -0.14 -0.12
H 0.17 -0.09 -0.03
H 0.11 -0.24 0.04
H -0.03 0.07 -0.41
H 0.06 0.35 -0.12
H -0.11 0.07 0.10
H -0.10 -0.25 -0.16
H -0.14 -0.01 0.15
H 0.11 0.20 0.08
H 0.02 0.26 0.20
H -0.09 -0.05 -0.29
H 0.00 0.28 0.29
H 0.12 0.14 0.11
H -0.11 0.31 0.10
H -0.19 -0.24 0.12
H -0.08 0.22 -0.19
H -0.11 0.28 0.26

Net charge: +2
Highest occupied orbital energy (alpha / beta) in eV: -13.68 / -12.71
Frontier orbital gap (alpha / beta) in eV: 6.296 / 4.389

***

(2)
An isolated ion of composition C21H29N2 and charge +1 in a non-equilibrium geometry. Source: OMol25; level of theory: wB97M-V/def2-TZVPD.

Cartesian coordinates (Å):
1 N -0.579778 1.137086 -0.807789
2 N 0.821016 2.308427 -2.457987
3 C 0.259433 2.928358 -3.650327
4 C 1.986923 -4.551381 2.029065
5 C -2.142076 -3.975841 1.259126
6 C -0.222769 3.501756 -0.028828
7 C -0.761054 -4.187863 1.504668
8 C 0.255777 0.503449 0.319005
9 C -1.895062 1.276786 1.205654
10 C -0.292102 -1.995105 0.446602
11 C -0.293841 -5.371702 2.125627
12 C -1.175441 2.595251 -0.763562
13 C -2.585556 -2.825499 0.630677
14 C 0.193861 -3.170996 1.114960
15 C 0.269950 2.742230 1.180601
16 C -1.006567 2.163114 1.957171
17 C 2.254043 2.218988 -2.583504
18 C 1.065648 -5.556668 2.382035
19 C 1.555078 -3.385396 1.423385
20 C 0.653920 -0.926281 -0.111521
21 C -1.650937 -1.854335 0.199241
22 C 0.148270 1.067565 -1.988029
23 C 1.204492 1.609877 0.689495
24 H 2.284731 -2.606517 1.184750
25 H -2.843952 -4.743035 1.573446
26 H -1.015959 -6.132724 2.396255
27 H 2.601823 1.373147 -3.196241
28 H -0.132089 0.253068 1.320205
29 H -1.988216 -0.967814 -0.333019
30 H 2.750018 2.156686 -1.620481
31 H -0.687015 3.415691 -3.436871
32 H 0.570818 3.776938 -0.734131
33 H 1.694498 -1.120086 0.160097
34 H -2.826253 1.624472 0.771116
35 H -3.640489 -2.659809 0.456305
36 H -1.248664 2.845711 -1.825876
37 H -1.628889 3.000568 2.255930
38 H 0.603188 -1.064971 -1.201397
39 H -0.767446 4.405484 0.246219
40 H 2.622432 3.136864 -3.048810
41 H 0.818752 3.418386 1.848305
42 H 3.048614 -4.687417 2.234760
43 H 0.932303 0.347273 -1.916412
44 H -0.577752 0.737939 -2.719450
45 H 1.411049 -6.472221 2.856817
46 H -1.927660 0.209224 1.399882
47 H 1.789340 1.914759 -0.190867
48 H 0.103245 2.222773 -4.482817
49 H 1.906768 1.303419 1.475002
50 H -0.652833 1.618253 2.828205
51 H -2.204735 2.729756 -0.393223
52 H 0.941146 3.712359 -3.983470

Forces on the atoms, in the same order (eV/Å):
N -2.81 0.91 3.84
N -0.37 -0.18 -0.09
C -0.05 -0.15 -0.21
C -0.11 0.48 -0.19
C -0.22 0.60 -0.34
C -0.68 0.65 -0.29
C 0.52 0.60 -0.28
C 0.73 0.12 -0.60
C -0.92 -0.32 1.36
C -0.24 0.01 -0.07
C 1.15 0.03 0.16
C 0.89 -0.95 -0.76
C 0.50 -0.55 0.35
C -0.79 -0.23 0.18
C 0.80 0.48 -0.29
C -0.10 0.01 -0.37
C 0.56 -0.07 -0.27
C -1.13 0.12 -0.24
C 0.51 -0.21 0.14
C 0.08 -0.59 -0.28
C 0.60 -0.25 0.41
C 1.02 0.77 -3.31
C 0.64 -0.44 0.70
H -0.19 -0.44 0.09
H 0.03 0.12 -0.05
H 0.05 0.00 0.03
H -0.05 0.03 0.00
H -0.72 0.20 -0.81
H -0.02 -0.24 -0.11
H 0.15 -0.13 0.14
H -0.23 0.04 -0.10
H 0.00 -0.07 0.62
H -0.18 0.11 0.06
H 0.29 0.08 -0.11
H -0.01 -0.10 -0.03
H -0.11 0.06 0.52
H 0.08 0.47 0.04
H 0.15 -0.05 0.59
H 0.08 0.16 0.17
H 0.03 -0.17 0.08
H -0.35 -0.28 0.08
H -0.29 0.03 -0.02
H 0.23 -0.35 -0.17
H 0.17 -0.09 -0.94
H -0.08 0.18 -0.10
H 0.17 0.04 -0.09
H -0.31 0.19 0.64
H 0.07 0.10 0.11
H -0.10 0.04 -0.05
H 0.18 -0.20 0.14
H 0.50 -0.51 -0.20
H -0.16 -0.09 -0.06

Relative energy (zero: lowest compared OMol25 entry of this formula, charge and spin) in kJ/mol: 504.7
Net charge: +1
Highest occupied orbital energy in eV: -10.61
Frontier orbital gap in eV: 4.733

***

(3)
C40H40BN2O6P2W as an isolated structure in a non-equilibrium geometry. Source: OMol25; level of theory: wB97M-V/def2-TZVPD.

Cartesian coordinates (Å):
1 W -1.219930 0.054633 -0.514787
2 P 1.824949 -1.368558 -0.806569
3 P 0.490123 -1.131671 2.109182
4 O -1.950173 0.388258 -2.342619
5 O -2.450491 -2.048616 -0.160356
6 O -0.618818 -0.319735 1.378828
7 O 0.416771 -0.959760 -1.160915
8 O -0.142635 2.990381 -0.083880
9 O 0.468694 2.269614 -2.164615
10 N -2.952420 2.319582 -2.716577
11 N -3.055518 0.892612 0.333686
12 C 1.090341 1.302668 3.261235
13 C 2.982826 1.038065 -0.576021
14 C 1.677832 2.049293 4.314406
15 C 2.271727 1.369546 5.350753
16 C 1.158437 -3.859566 -1.442230
17 C 0.169261 4.091004 -0.870572
18 C 3.705061 -0.150505 -2.503482
19 C 2.224668 -0.022958 5.502314
20 C 0.293088 5.377333 -0.472263
21 C 0.802338 6.311010 -1.414303
22 C 3.701218 -4.625773 -2.167756
23 C 3.891089 2.085962 -0.928621
24 C -2.102768 1.075305 -4.600000
25 C -0.568427 -4.919719 2.943976
26 C 0.169495 -3.855839 2.321058
27 C 2.626399 -5.517932 -2.360249
28 C -4.789894 0.601568 1.880498
29 C -0.311672 -2.604958 2.664441
30 C 4.510852 0.884054 -2.892875
31 C 1.122342 -0.142393 3.394146
32 C -3.620644 -2.507475 -0.854050
33 C 2.966895 -0.108062 -1.302986
34 C -2.104063 -3.428580 3.989286
35 C 4.645164 1.958234 -2.081230
36 C 2.221522 -2.951323 -1.430804
37 C -1.646233 -4.761836 3.778136
38 C -3.090881 2.794934 -1.313184
39 C 0.562696 3.676547 -2.138536
40 C -4.931858 2.329876 0.305453
41 C 1.665499 -0.794819 4.521037
42 C 3.494868 -3.349231 -1.705943
43 C 0.974616 4.536395 -3.137966
44 C -1.437108 -2.375714 3.487885
45 C -3.709563 1.968642 -0.133470
46 C 1.344389 -5.128312 -1.943154
47 C -3.569442 0.260783 1.355359
48 C -2.358059 1.245079 -3.174899
49 C 1.926378 -1.447397 1.001368
50 C -5.457946 1.628924 1.359143
51 C 1.097343 5.881116 -2.743219
52 B -0.175086 1.921932 -0.945098
53 H -1.690370 -1.290577 3.624954
54 H -0.225658 -5.939658 2.693979
55 H 2.890480 -6.432245 -2.824098
56 H 5.329995 2.743487 -2.279559
57 H -1.861032 -2.775876 0.074012
58 H -3.318566 3.046092 -3.295869
59 H -3.627774 3.678144 -1.429535
60 H 3.501272 -0.898886 -3.234036
61 H 1.678197 -1.859858 4.639316
62 H 4.317285 -2.661895 -1.593299
63 H 1.459489 6.675189 -3.417039
64 H 0.706544 1.845132 2.402670
65 H 0.114339 -3.594559 -1.189891
66 H 5.056897 0.795886 -3.789485
67 H -3.346070 -3.208606 -1.613328
68 H 3.961917 2.969025 -0.272636
69 H -2.203071 -5.567822 4.279623
70 H 1.077270 -4.084890 1.729883
71 H -2.889408 1.323395 -5.281982
72 H -4.402159 -2.945873 -0.166470
73 H 2.615543 -0.689760 1.319135
74 H -2.984911 -0.504566 1.783821
75 H 4.688968 -4.997760 -2.551223
76 H 0.089844 5.731630 0.496440
77 H -6.411482 1.952135 1.723092
78 H -3.104990 -3.237840 4.415230
79 H 2.199216 -2.492248 1.260908
80 H -1.270031 1.729915 -4.886112
81 H 0.921930 7.360300 -1.193603
82 H -1.716921 0.069785 -4.783299
83 H -2.117807 3.039455 -0.974859
84 H 1.237137 4.101758 -4.070644
85 H 2.551295 -0.495959 6.355703
86 H 2.411670 1.132241 0.355703
87 H -5.498307 3.082565 -0.228977
88 H 1.595887 3.097684 4.318072
89 H 0.566679 -5.837498 -2.123201
90 H -4.147805 -1.774622 -1.403328
91 H 2.697512 1.869914 6.190011
92 H -5.086282 0.124653 2.770982

Forces on the atoms, in the same order (eV/Å):
W 0.74 -0.61 -0.20
P 1.86 0.37 0.46
P -0.07 0.47 -0.82
O -0.01 -1.04 0.73
O 0.09 0.88 -0.15
O -0.14 0.48 -1.18
O -2.79 0.37 -0.18
O -0.74 0.45 0.18
O -1.33 0.22 0.12
N -0.80 0.05 1.24
N 1.48 0.68 -0.92
C 1.07 -1.19 1.47
C 1.48 2.24 1.26
C -0.70 -1.93 -1.32
C -0.21 -0.93 1.12
C -1.17 -0.27 -0.53
C 1.06 -0.44 -0.32
C -1.08 -0.24 -0.02
C -0.63 1.40 -1.82
C 0.88 1.98 -1.11
C -0.47 -1.72 -1.32
C 0.59 -1.81 -1.32
C -1.42 -0.69 0.84
C 1.39 -0.54 -0.79
C 1.55 -1.42 -1.20
C -1.34 -1.06 1.51
C 0.62 2.08 0.94
C 1.34 -0.97 1.05
C 1.24 0.35 -0.32
C -0.24 -1.06 0.09
C -0.13 1.53 0.23
C -1.00 -1.66 0.95
C 0.06 -0.81 -1.28
C -1.90 -1.19 0.46
C -0.11 1.43 1.62
C -1.72 0.09 0.83
C -0.64 1.46 0.17
C 0.49 -2.20 0.80
C -0.28 -0.68 0.49
C -0.49 0.36 -0.47
C -0.25 0.89 -0.79
C 1.20 0.01 -0.29
C -0.04 0.16 1.46
C 1.19 1.87 -1.09
C 0.80 0.44 -3.49
C 1.32 -0.73 -0.65
C -0.72 -0.29 0.81
C -0.31 1.15 0.25
C -1.20 -1.04 0.45
C -1.94 1.57 -0.36
C 0.05 0.80 0.73
B 1.57 0.05 -0.48
H -0.20 -1.32 0.20
H -0.24 0.54 0.36
H -0.37 -0.94 -0.26
H 0.56 0.54 -0.45
H -0.33 -0.21 0.01
H 0.05 -0.17 -1.14
H -0.99 1.50 0.18
H 0.17 -0.90 -0.14
H -0.26 -0.46 -0.16
H 0.19 0.07 -0.09
H -0.24 -0.77 0.12
H -0.28 -0.39 0.01
H 0.79 0.22 -0.08
H 0.50 0.02 -0.96
H 0.23 -0.80 -0.23
H 0.02 -0.53 -0.52
H 0.56 0.21 -0.59
H -0.85 0.25 0.35
H -0.77 0.05 -0.08
H 1.17 0.26 -0.46
H 0.80 -0.10 0.33
H 0.43 -0.89 0.31
H -0.89 0.75 0.77
H -0.38 0.09 1.18
H -0.43 -0.12 0.37
H 0.84 -0.33 0.37
H 0.55 0.83 -0.05
H -0.02 0.12 0.26
H -0.03 -0.04 0.27
H -0.36 0.05 -0.01
H 0.85 0.59 0.29
H 0.29 0.19 -0.84
H 1.00 -0.70 1.83
H 0.16 0.13 -0.32
H 0.12 0.19 0.33
H 0.18 1.15 -0.07
H -0.71 -0.09 0.27
H 0.01 1.64 -0.22
H 0.28 0.74 0.26
H -0.62 -0.66 0.75

Relative energy (zero: lowest compared OMol25 entry of this formula, charge and spin) in kJ/mol: 187.2
Net charge: +3
Highest occupied orbital energy (alpha / beta) in eV: -15.23 / -15.28
Multiplicity: 3
Frontier orbital gap (alpha / beta) in eV: 6.179 / 6.719

***

(4)
An isolated molecule of C8H10N2O2 in a non-equilibrium geometry. Source: OMol25; level of theory: wB97M-V/def2-TZVPD.

Cartesian coordinates (Å):
1 O 3.178580 -0.837776 -0.942545
2 O 2.519416 0.965644 0.217741
3 N -4.153300 -0.604910 0.306844
4 N 4.117304 -0.642521 1.149567
5 C 0.095812 0.429207 -0.429104
6 C -0.468115 -0.852515 -0.654166
7 C -2.737553 -0.142568 0.109512
8 C 3.249469 -0.045892 0.089785
9 C -0.826590 1.344089 0.023108
10 C -1.586114 -1.118593 -0.230480
11 C -2.266757 1.064348 0.275514
12 C 1.418304 1.036021 -0.843567
13 H 4.399574 -1.694369 0.847896
14 H -2.997033 1.671783 0.504344
15 H 1.393339 2.060027 -1.053456
16 H 0.211399 -1.658888 -1.094012
17 H -4.531686 -0.255292 1.239387
18 H 1.696522 0.694088 -1.737258
19 H -0.638906 2.420089 0.182623
20 H -3.987686 -1.658693 0.225807
21 H 4.150061 -0.220949 2.273681
22 H -2.236031 -1.952333 -0.461220

Forces on the atoms, in the same order (eV/Å):
O 0.45 2.92 3.18
O -1.99 2.16 0.07
N 3.26 -0.54 0.19
N -0.96 1.26 1.17
C -0.83 2.73 0.42
C 10.47 -0.04 -2.90
C 1.48 -3.82 0.45
C 2.71 -8.94 -2.11
C -2.45 1.19 0.76
C -13.81 -1.41 1.95
C 4.78 -0.93 -1.25
C -0.71 0.04 3.28
H -1.05 3.76 1.31
H -2.82 4.58 1.29
H -0.66 1.77 0.58
H -1.00 1.12 0.57
H 0.82 -1.15 -1.65
H 1.84 -2.27 -3.04
H 0.62 -0.72 -0.19
H -1.31 1.85 0.83
H -0.24 -1.97 -4.76
H 1.39 -1.60 -0.16

SMILES: NC(=O)OCc1ccc(N)cc1
Relative energy (zero: lowest compared OMol25 entry of this formula, charge and spin) in kJ/mol: 491.4
Net charge: 0
Highest occupied orbital energy in eV: -8.90
Frontier orbital gap in eV: 9.645